Computed, not measured: a structure of composition C45H36BrFeN3O4STe2, with the ωB97M-V functional and the def2-TZVPD basis.

The geometry in ORCA input format:
```
! RIJCOSX wB97M-V def2-TZVPD def2/J DEFGRID3
* xyz -2 1
Fe -0.0177 -0.3538 0.0101
O -1.8449 -0.9953 0.4214
N -2.7459 -0.4189 -0.2551
N -2.2914 0.2734 -1.2405
O -1.0181 0.2826 -1.5763
C -3.2045 0.9808 -2.0549
C -4.5725 0.9745 -1.7901
C -5.4262 1.6681 -2.6293
C -4.9337 2.3723 -3.7233
C -3.5682 2.3817 -3.9647
C -2.6973 1.6900 -3.1352
H -4.9431 0.4353 -0.9317
H -6.4894 1.6649 -2.4211
H -5.6099 2.9105 -4.3761
H -3.1687 2.9342 -4.8065
H -1.6300 1.6873 -3.2979
C 6.5870 -1.4948 -2.3290
C 5.2392 -0.9574 -1.9200
C 5.0190 0.4007 -1.7194
C 3.7991 0.8924 -1.2925
C 3.7076 2.3662 -1.1163
O 4.2980 3.1098 -1.8911
C 2.9561 2.9500 0.0380
C 2.6563 4.3109 0.0078
C 2.0072 4.9088 1.0743
C 1.6550 4.1472 2.1835
C 1.9566 2.7949 2.2207
C 2.6054 2.1944 1.1513
C 2.6750 0.0277 -1.0806
O 1.5910 0.5259 -0.6730
C 2.8738 -1.3673 -1.3853
C 4.1539 -1.8014 -1.7447
C 1.7752 -2.3451 -1.3919
N 0.5599 -2.0827 -1.0272
C -0.4858 -3.1209 -1.0954
C -0.9839 -3.5906 -2.4586
Te -1.9692 -2.1713 -3.7309
C -0.2154 -1.4578 -4.6721
C 0.1808 -1.9949 -5.8956
C 1.3616 -1.5764 -6.4946
C 2.1527 -0.6190 -5.8727
C 1.7558 -0.0740 -4.6600
C 0.5701 -0.4851 -4.0593
C 2.1766 -3.7231 -1.8465
C 2.4569 -3.9820 -3.1858
C 2.8089 -5.2587 -3.5944
C 2.8994 -6.2873 -2.6639
C 2.6494 -6.0260 -1.3238
C 2.2923 -4.7474 -0.9147
H 7.3442 -0.7099 -2.2855
H 6.5777 -1.8876 -3.3505
H 6.9126 -2.3063 -1.6730
H 5.8211 1.1136 -1.8815
H 2.9351 4.8801 -0.8690
H 1.7494 5.9608 1.0339
H 1.1116 4.6016 3.0035
H 1.6487 2.1907 3.0645
H 2.8013 1.1292 1.1750
H 4.3210 -2.8606 -1.8983
H -1.3296 -2.7222 -0.5407
H -0.1550 -4.0069 -0.5445
H -1.7406 -4.3583 -2.2824
H -0.2116 -4.0397 -3.0717
H -0.4312 -2.7525 -6.3700
H 1.6671 -2.0054 -7.4422
H 3.0833 -0.3023 -6.3281
H 2.3762 0.6606 -4.1631
H 0.2679 -0.0687 -3.1051
H 2.3932 -3.1738 -3.9048
H 3.0132 -5.4496 -4.6413
H 3.1724 -7.2866 -2.9818
H 2.7352 -6.8186 -0.5902
H 2.1114 -4.5257 0.1324
Te 1.1003 -1.7236 1.8845
C 1.1095 -1.1060 3.9130
C 0.1249 -1.2343 4.8571
C 0.5034 -0.7945 6.1569
C 1.7865 -0.3366 6.2020
S 2.5152 -0.4428 4.6512
H -0.8529 -1.6255 4.6117
H -0.1532 -0.8150 7.0177
H 2.3236 0.0618 7.0487
Br -1.7496 5.4322 2.9961
C -1.2681 3.7645 2.1619
C -1.3774 2.5877 2.8798
C -1.0002 1.3974 2.2634
C -0.4927 1.3248 0.9542
C -0.4130 2.5621 0.2919
C -0.7953 3.7711 0.8635
H -1.7450 2.5985 3.8993
H -1.0935 0.4808 2.8389
H -0.0199 2.5825 -0.7210
H -0.7041 4.7030 0.3178
*
```

The HOMO energy is -1.287 eV. The energy relative to the best compared isomer or geometry (same formula, charge and spin) is 37.36 kJ/mol. For the max |F|, the calculation gives 0.98 eV/A. The gap between HOMO and LUMO is 4.883 eV.

These are the Löwdin partial charges, in e, on atoms 1 to 8:
1. Fe 0.10
2. O -0.22
3. N 0.03
4. N -0.22
5. O -0.23
6. C -0.20
7. C -0.02
8. C -0.10